This record from the Open Molecules 2025 dataset describes a 14-piece molecular cluster, C14H56N28O14 overall at a distorted geometry. The level of theory is the ωB97M-V functional and the def2-TZVPD basis.

Structure (XYZ):
```
112
Properties=species:S:1:pos:R:3:forces:R:3
C 0.027 -4.541 0.611 1.4 0.8 -1.7
O 0.653 -3.556 0.988 0.0 1.2 0.5
N -0.998 -5.067 1.199 -3.1 -0.7 3.2
N 0.333 -5.193 -0.476 0.7 -1.9 -2.4
H -1.553 -5.795 0.772 0.1 0.4 0.2
H -1.332 -4.610 2.035 -0.2 -0.2 -0.2
H 0.967 -4.875 -1.196 0.0 0.2 0.0
H -0.242 -6.001 -0.670 0.4 0.2 -0.5
C -0.262 2.450 3.323 0.4 -0.5 0.3
O 0.612 3.093 2.866 4.2 2.8 -2.6
N -0.470 1.207 3.176 0.1 -6.2 -1.5
N -1.164 2.951 4.065 -5.3 4.0 5.0
H 0.016 0.662 2.477 0.0 0.2 0.0
H -1.339 0.783 3.469 -0.1 -0.2 0.0
H -1.780 2.389 4.634 0.1 -0.2 -0.4
H -1.084 3.869 4.479 0.4 0.0 -0.5
C -3.333 -1.199 4.023 0.2 -1.2 1.2
O -2.866 -0.322 3.414 4.3 6.8 -2.5
N -3.040 -1.654 5.190 1.8 -0.5 4.2
N -4.223 -1.855 3.464 -6.3 -5.2 -3.3
H -2.188 -1.314 5.613 -0.4 -0.5 0.5
H -3.639 -2.419 5.467 1.0 0.2 1.0
H -4.529 -2.752 3.815 -0.2 0.3 -0.2
H -4.478 -1.608 2.519 -0.5 0.1 -0.6
C -4.827 0.010 0.381 1.2 -3.4 1.8
O -5.006 -1.087 0.918 -1.1 -0.7 0.1
N -4.269 0.975 1.065 0.6 3.8 2.9
N -4.804 0.226 -0.881 -0.9 0.2 -4.1
H -4.332 1.910 0.689 0.1 -0.1 0.0
H -4.267 0.920 2.074 -0.1 -0.2 -0.1
H -4.836 -0.590 -1.475 -0.1 0.2 0.0
H -4.232 1.010 -1.160 0.2 0.1 -0.7
C -1.936 5.049 0.792 -1.6 -1.9 -0.6
O -2.594 5.684 0.031 -1.7 3.6 -2.2
N -0.779 5.256 1.265 5.1 2.8 1.8
N -2.359 3.869 1.150 -1.8 -4.1 1.6
H -0.347 4.587 1.886 0.4 0.2 0.0
H -0.359 6.169 1.160 0.1 -0.3 -0.1
H -1.744 3.284 1.697 -0.7 -0.2 -0.1
H -3.309 3.587 0.956 0.6 0.2 -0.1
C -0.716 -2.972 -2.955 -4.7 0.3 0.9
O -1.963 -2.855 -2.822 1.3 -0.1 -0.4
N -0.117 -3.740 -3.808 0.9 -2.7 -3.4
N 0.158 -2.408 -2.178 0.7 1.7 2.2
H -0.640 -4.226 -4.523 0.2 0.2 0.2
H 0.887 -3.823 -3.732 -0.3 -0.3 -0.7
H 1.078 -2.800 -2.325 0.4 0.8 1.1
H -0.237 -2.025 -1.331 0.8 0.1 -0.1
C 3.231 -3.886 -1.687 -0.5 0.6 2.2
O 2.377 -3.964 -2.535 -2.1 -0.5 -1.3
N 4.461 -4.079 -1.984 4.9 -0.8 -3.6
N 3.090 -3.630 -0.405 -0.8 0.7 2.7
H 4.542 -4.018 -2.989 0.7 -0.3 0.0
H 5.322 -3.978 -1.465 -0.7 0.1 0.3
H 2.208 -3.462 0.059 -0.3 0.1 -0.1
H 3.920 -3.446 0.140 -0.3 0.0 -0.1
C 3.676 0.579 1.443 -0.4 2.2 0.4
O 3.923 1.464 0.679 1.8 2.0 -2.9
N 4.387 -0.456 1.701 2.5 -2.9 -0.7
N 2.695 0.724 2.284 -4.2 -0.3 2.6
H 4.087 -0.971 2.516 0.7 -0.9 -0.3
H 5.101 -0.644 1.011 0.1 -0.5 0.7
H 2.055 1.499 2.184 0.2 0.2 -0.1
H 2.277 -0.146 2.584 -0.1 0.2 0.5
C 2.475 3.856 -1.436 -3.7 -1.4 -2.5
O 1.973 4.221 -2.513 -0.1 0.5 0.0
N 2.109 2.770 -0.800 -0.6 -1.8 0.8
N 3.305 4.561 -0.760 3.5 3.6 1.5
H 2.780 2.488 -0.099 -0.6 -0.9 0.4
H 1.271 2.233 -0.969 0.5 -0.2 -0.5
H 3.394 5.515 -1.080 0.6 -0.3 0.2
H 3.808 4.205 0.040 -0.3 0.3 -0.1
C 2.803 -0.086 -3.585 0.3 -1.3 -2.6
O 3.446 -0.098 -4.617 1.7 0.6 -0.7
N 1.511 -0.029 -3.573 -3.6 0.7 0.4
N 3.241 -0.392 -2.385 2.5 -0.9 3.4
H 0.968 0.237 -4.382 0.0 -0.2 0.1
H 1.111 -0.315 -2.691 -1.0 0.5 -0.6
H 4.180 -0.743 -2.258 -0.3 0.4 -0.1
H 2.601 -0.399 -1.603 0.3 0.2 0.0
C -3.217 3.183 -2.527 1.0 0.8 4.1
O -2.884 2.366 -1.647 -0.2 -0.7 -0.2
N -3.569 2.933 -3.713 -1.8 -2.8 -5.3
N -3.282 4.469 -2.300 0.1 2.3 0.6
H -3.710 1.973 -3.995 0.1 0.3 -0.3
H -3.855 3.712 -4.289 0.0 -0.8 -0.3
H -3.521 5.048 -3.093 0.3 0.4 0.7
H -2.894 4.850 -1.449 -0.1 0.5 0.2
C 0.103 2.322 -4.787 0.4 1.0 -0.5
O -0.160 1.494 -5.592 -1.3 -3.2 -3.2
N -0.437 2.416 -3.617 -1.7 0.1 3.8
N 0.942 3.309 -4.983 2.4 2.3 -1.6
H 0.166 2.946 -3.005 -0.8 0.0 1.0
H -1.216 1.830 -3.352 0.7 0.0 0.3
H 1.360 3.401 -5.898 0.2 -0.3 0.5
H 1.340 3.767 -4.177 0.3 0.3 -0.2
C 2.811 -3.253 3.821 -0.2 3.1 1.5
O 3.095 -2.066 3.539 -0.1 -1.5 -0.3
N 1.930 -4.008 3.242 -2.1 -0.8 -3.9
N 3.177 -3.846 4.925 2.1 -1.8 3.8
H 1.648 -3.687 2.327 -0.5 -0.3 -0.1
H 1.443 -4.820 3.595 0.6 0.4 0.2
H 3.566 -3.417 5.752 0.1 0.3 -0.6
H 2.915 -4.818 5.012 0.3 0.3 0.3
C -0.522 0.012 0.066 1.9 -0.1 -0.4
O 0.416 0.109 -0.701 1.6 1.3 -2.1
N -0.434 -0.890 0.972 0.3 -4.2 3.9
N -1.533 0.778 0.162 -2.1 3.2 -1.4
H -1.264 -1.213 1.448 0.3 -0.2 0.2
H 0.441 -1.393 1.004 -0.6 -0.4 0.0
H -1.443 1.504 -0.535 -1.3 0.4 0.1
H -2.277 0.725 0.842 0.1 0.0 -0.3
```
Forces are in eV/Å.

Values from the calculation:
**Gap between HOMO and LUMO**: 7.292 eV
**Net charge**: 0

=====

This record from the Open Molecules 2025 dataset describes a 14-piece molecular cluster, C14H56N28O14 overall at a distorted geometry. The level of theory is the ωB97M-V functional and the def2-TZVPD basis.

Structure (XYZ):
```
112
Properties=species:S:1:pos:R:3:forces:R:3
C 19.572 -6.463 2.564 1.5 0.6 0.7
O 20.428 -6.073 3.363 -0.7 -0.5 -0.7
N 18.699 -7.481 2.816 -0.3 0.6 -0.9
N 19.443 -5.908 1.306 -0.6 -0.3 0.4
H 18.144 -7.740 2.016 -0.3 -0.5 0.4
H 18.823 -8.116 3.578 0.1 0.3 0.3
H 18.701 -6.223 0.702 0.1 0.0 -0.1
H 20.186 -5.348 0.939 0.1 0.1 0.2
C 13.314 -12.646 6.550 -0.4 -0.2 1.3
O 13.583 -12.839 5.339 0.0 0.7 1.1
N 12.245 -13.243 7.181 0.9 -0.3 -1.5
N 14.038 -11.874 7.414 0.0 -0.4 -1.2
H 12.054 -13.080 8.145 -0.1 0.2 0.2
H 11.542 -13.706 6.614 -0.2 0.1 0.2
H 14.750 -11.217 7.113 0.0 0.0 0.0
H 13.870 -12.010 8.388 0.1 0.3 0.3
C 15.024 -12.542 0.858 1.5 -0.7 -0.7
O 15.937 -11.686 0.817 -1.8 -1.4 0.3
N 14.059 -12.687 -0.101 0.7 0.9 0.2
N 15.021 -13.586 1.769 0.4 1.4 0.2
H 14.110 -12.069 -0.908 -0.4 0.0 0.4
H 13.242 -13.216 0.132 -0.2 0.0 -0.4
H 15.834 -13.662 2.361 -0.1 0.0 0.1
H 14.388 -14.354 1.703 0.0 -0.2 -0.1
C 17.555 -12.847 5.041 0.7 -1.0 -1.9
O 18.687 -13.302 4.883 -0.6 0.6 0.8
N 17.221 -11.533 4.753 0.1 -1.4 0.3
N 16.452 -13.642 5.236 0.3 1.1 0.2
H 16.256 -11.301 4.889 0.2 1.0 0.3
H 17.983 -10.887 4.753 -0.2 0.4 0.2
H 15.567 -13.161 5.207 -0.5 -0.7 0.2
H 16.527 -14.639 5.240 0.1 0.0 0.1
C 10.717 -6.256 1.411 -0.5 0.4 0.0
O 10.169 -5.748 2.397 0.7 -0.8 -0.7
N 10.811 -5.580 0.215 0.2 -0.2 0.2
N 11.292 -7.497 1.370 -0.4 0.2 0.6
H 10.353 -4.693 0.116 -0.2 -0.1 0.1
H 11.065 -6.088 -0.611 0.0 0.1 -0.2
H 11.649 -7.913 0.533 0.2 0.1 -0.1
H 11.396 -8.017 2.226 0.0 0.1 0.0
C 15.427 -5.822 1.059 0.0 -0.3 -0.3
O 16.095 -6.868 0.925 -0.2 0.6 0.2
N 15.894 -4.615 0.650 -0.3 0.1 0.0
N 14.175 -5.828 1.587 0.9 -0.5 -0.3
H 15.341 -3.788 0.787 0.1 0.1 0.0
H 16.754 -4.536 0.146 0.1 -0.2 0.0
H 13.570 -5.028 1.576 0.0 0.0 0.1
H 13.919 -6.720 2.001 -0.4 0.1 0.1
C 15.823 -9.790 -2.304 0.1 -0.8 -0.4
O 14.608 -9.886 -2.502 0.4 0.0 0.3
N 16.739 -10.671 -2.851 -0.1 0.0 -0.1
N 16.429 -8.866 -1.533 -0.6 0.6 0.3
H 17.689 -10.353 -2.933 0.1 -0.1 0.1
H 16.440 -11.353 -3.523 -0.3 0.2 0.0
H 17.387 -9.015 -1.202 -0.2 0.0 -0.1
H 15.799 -8.311 -0.973 0.2 0.1 0.0
C 14.184 -9.159 3.226 0.6 0.7 -1.8
O 13.678 -8.018 3.395 -0.1 -1.3 0.7
N 15.029 -9.311 2.164 -0.5 -0.6 1.4
N 13.892 -10.247 3.982 -0.5 1.9 -0.1
H 15.437 -8.445 1.831 0.3 -0.1 -0.4
H 15.445 -10.229 2.052 0.2 0.4 -0.5
H 14.299 -11.155 3.883 -0.2 -0.2 -0.1
H 13.054 -10.053 4.511 -0.1 -0.8 0.6
C 19.204 -9.820 0.448 -1.3 2.3 -1.1
O 18.997 -9.508 -0.751 0.3 -1.3 1.2
N 20.438 -9.638 0.978 -0.2 -0.7 0.2
N 18.204 -10.054 1.371 1.3 0.1 -1.4
H 21.186 -9.385 0.362 0.0 0.1 0.1
H 20.527 -9.592 1.975 0.5 0.0 0.0
H 18.561 -10.062 2.302 -0.8 -0.6 0.5
H 17.250 -10.267 1.085 0.6 -0.2 0.2
C 12.144 -7.176 8.271 0.3 0.6 -0.7
O 12.283 -8.041 9.128 -0.1 0.0 -0.8
N 12.173 -7.315 6.888 0.4 -0.5 2.4
N 12.003 -5.852 8.608 -0.3 0.6 1.0
H 11.699 -6.578 6.414 0.1 -0.2 -0.8
H 12.269 -8.256 6.540 -0.4 0.2 -0.6
H 11.804 -5.606 9.562 0.1 -0.3 0.0
H 11.975 -5.080 7.970 0.1 -0.2 -0.4
C 10.207 -13.907 4.485 -0.7 -0.4 0.8
O 9.818 -13.631 5.635 1.0 0.0 -0.9
N 9.336 -14.559 3.643 -0.5 -0.3 -0.7
N 11.434 -13.676 3.947 -0.7 0.1 0.5
H 8.437 -14.878 3.958 0.1 0.3 0.6
H 9.591 -15.019 2.788 0.5 0.2 0.0
H 11.470 -13.889 2.971 0.6 0.2 -0.1
H 12.217 -13.227 4.472 -0.5 -0.4 -0.5
C 12.375 -4.357 4.508 -0.8 1.6 -1.0
O 13.150 -3.483 4.090 0.0 -1.5 0.8
N 11.274 -3.981 5.244 -0.2 -0.6 0.5
N 12.432 -5.690 4.202 1.3 1.2 0.2
H 11.276 -3.140 5.786 0.1 0.2 -0.4
H 10.504 -4.616 5.361 0.0 0.0 0.1
H 11.586 -6.203 4.020 0.0 0.0 -0.2
H 13.237 -5.815 3.602 -0.4 -0.7 0.1
C 15.822 -8.258 6.850 0.2 0.6 0.3
O 15.660 -9.488 6.911 0.0 1.2 -0.3
N 16.484 -7.552 7.841 -0.7 -1.4 -1.2
N 15.417 -7.432 5.820 0.1 -2.0 0.6
H 16.839 -8.107 8.597 0.1 0.5 0.2
H 16.459 -6.560 7.759 0.4 0.3 0.7
H 15.583 -6.451 5.891 -0.3 0.3 -0.2
H 14.705 -7.811 5.207 0.0 0.6 -0.2
C 10.378 -10.050 6.300 -1.1 0.4 0.6
O 11.145 -9.677 5.416 0.4 -0.4 0.3
N 10.677 -10.203 7.626 0.5 -0.2 -0.6
N 9.025 -10.190 6.065 1.6 0.4 -0.2
H 10.020 -10.669 8.219 0.0 0.0 0.2
H 11.621 -10.102 7.963 0.0 0.2 0.0
H 8.476 -10.573 6.805 -0.6 -0.2 -0.4
H 8.807 -10.150 5.086 -0.6 -0.3 0.2
```
Forces are in eV/Å.

Values from the calculation:
**Gap between HOMO and LUMO**: 9.151 eV
**Net charge**: 0

=====

This record from the Open Molecules 2025 dataset describes a 14-piece molecular cluster, C14H56N8O14 overall at a distorted geometry. The level of theory is the ωB97M-V functional and the def2-TZVPD basis.

Structure (XYZ):
```
92
Properties=species:S:1:pos:R:3:forces:R:3
C -4.563 -1.138 -0.873 2.3 -0.2 -0.7
O -4.936 -2.293 -1.051 -0.3 0.1 -0.3
N -3.334 -0.664 -1.354 -0.9 -0.4 -0.1
N -5.250 -0.256 -0.107 1.6 0.6 -0.4
H -2.909 0.206 -1.059 -0.4 -0.1 0.2
H -2.833 -1.144 -2.116 -0.3 -0.2 0.5
H -6.149 -0.550 0.139 -1.4 0.0 0.4
H -4.993 0.697 -0.309 -0.7 0.1 0.4
C -0.507 1.022 0.753 1.0 1.4 1.0
O -1.745 1.243 0.948 1.0 -0.5 -0.8
N 0.084 -0.200 0.704 0.5 -0.6 0.3
N 0.412 2.043 0.676 -2.1 0.0 -0.1
H -0.463 -1.058 0.767 0.1 0.4 0.1
H 1.076 -0.255 1.026 -1.4 0.0 -0.5
H 0.031 2.996 0.714 0.6 -0.8 0.0
H 1.420 1.869 0.684 -0.4 0.0 0.0
C -1.542 -3.324 -2.627 0.6 0.8 -0.4
O -1.609 -2.180 -3.067 0.8 0.7 -0.7
N -2.612 -3.934 -2.180 -3.0 -0.7 0.6
N -0.428 -4.080 -2.583 -0.5 -1.7 0.4
H -3.490 -3.396 -2.239 0.7 -0.5 0.4
H -2.497 -4.548 -1.395 -0.2 -0.4 0.3
H 0.432 -3.618 -2.688 1.3 0.3 -0.1
H -0.527 -5.049 -2.213 0.6 1.5 -0.5
C -2.091 -3.837 1.105 -0.2 -1.3 0.2
O -1.894 -4.986 0.706 0.0 0.4 -0.5
N -1.052 -3.072 1.588 -0.2 0.1 -0.4
N -3.348 -3.298 1.168 0.4 0.6 -0.3
H -0.173 -3.559 1.672 -0.2 -0.1 0.1
H -1.310 -2.435 2.313 0.1 0.6 0.5
H -3.373 -2.280 1.313 -0.3 -0.8 -0.1
H -4.009 -3.682 0.482 0.4 0.5 0.6
C 1.398 1.644 4.467 -0.3 1.1 -0.8
O 0.922 0.811 3.416 -1.3 -1.1 1.1
H 2.012 2.371 3.886 -0.6 0.1 0.9
H 0.522 2.100 5.042 1.4 -0.3 -0.7
H 2.092 1.143 5.134 -0.1 -0.3 0.3
H 0.132 0.336 3.775 1.0 0.4 -0.7
C 1.341 5.233 1.190 0.8 0.5 -1.0
O 0.203 4.983 0.333 0.4 0.1 0.8
H 1.927 6.079 0.745 -0.7 -0.5 0.5
H 1.129 5.442 2.235 -0.6 0.2 0.0
H 2.047 4.395 1.222 -0.3 -0.3 -0.3
H -0.598 4.864 0.874 0.1 0.1 0.1
C -3.394 4.826 2.229 -0.1 -1.3 -0.2
O -2.154 4.152 1.984 0.3 0.5 0.0
H -3.419 5.160 3.272 -0.2 -0.2 -0.2
H -3.477 5.680 1.574 -0.1 0.3 -0.2
H -4.185 4.072 1.981 0.2 1.1 0.5
H -2.359 3.264 1.684 0.3 -0.5 -0.2
C -0.418 0.877 -4.102 0.6 -0.4 1.4
O 0.729 0.309 -3.415 -0.4 0.0 -1.5
H -0.282 1.541 -4.936 1.1 0.2 -0.6
H -0.968 0.032 -4.421 -0.9 -0.7 -0.2
H -0.938 1.475 -3.377 -0.7 0.0 0.3
H 1.062 0.982 -2.832 0.1 0.6 0.5
C 2.304 -2.340 -4.567 -0.8 -1.4 1.9
O 2.103 -2.059 -3.154 -0.5 -1.0 -0.1
H 1.380 -2.691 -5.052 0.1 0.5 0.1
H 2.662 -1.421 -4.897 0.7 1.2 -1.7
H 3.002 -3.171 -4.628 0.3 0.3 -0.1
H 1.358 -1.436 -3.145 0.0 0.4 0.2
C -2.883 0.166 3.769 -1.2 1.4 0.0
O -2.488 -0.683 2.751 0.5 0.1 -2.0
H -3.254 1.156 3.373 0.7 -0.7 0.3
H -3.778 -0.261 4.216 0.2 -0.1 0.7
H -2.056 0.341 4.464 -0.3 0.0 0.3
H -2.361 -0.082 1.959 0.3 -0.6 0.5
C 3.717 1.134 -0.375 -2.7 0.7 -0.7
O 3.080 1.362 0.880 0.1 0.9 0.0
H 4.202 2.047 -0.684 0.4 0.2 0.1
H 4.363 0.319 -0.305 1.2 -1.3 -0.1
H 2.913 0.950 -1.169 1.0 -0.1 0.9
H 3.094 0.597 1.465 0.3 -0.6 -0.2
C 3.542 -2.066 2.886 -0.9 -1.3 0.1
O 3.258 -1.338 1.719 -0.3 0.2 -1.1
H 4.539 -1.895 3.248 0.7 0.1 -0.1
H 2.866 -1.733 3.668 -0.2 0.0 0.2
H 3.387 -3.176 2.774 0.2 1.0 -0.1
H 3.068 -1.886 0.908 0.5 0.0 0.9
C 1.774 3.663 -3.103 -0.4 1.4 2.2
O 0.820 2.854 -2.327 2.1 0.1 -1.7
H 2.362 4.362 -2.388 -1.2 -0.8 -1.0
H 2.569 3.052 -3.478 -0.1 -0.7 -0.7
H 1.226 4.263 -3.863 0.7 -0.5 0.3
H 0.311 3.478 -1.845 -0.8 0.8 1.0
C 4.309 -3.573 -1.006 -0.1 -0.4 2.2
O 3.079 -3.023 -0.479 0.0 -0.4 -0.5
H 5.020 -2.753 -1.068 0.4 -0.2 0.1
H 4.591 -4.370 -0.241 0.1 1.2 -1.0
H 4.272 -4.063 -1.961 -0.7 -0.1 -0.5
H 2.503 -2.737 -1.203 0.2 0.1 -0.3
```
Forces are in eV/Å.

Values from the calculation:
**Gap between HOMO and LUMO**: 9.836 eV
**Net charge**: 0

=====

Calculated values (kcal/mol) of energy above the lowest of the compared OMol25 structures with the same formula, charge and spin for the records, taken in order: 199.1, 45.5, 0.0.
Calculated values (eV) of E_LUMO for the records, taken in order: -0.438, -0.021, 0.489.